The following is a DFT calculation (the ωB97M-V functional and the def2-TZVPD basis) of one molecule with the formula C6H6O at a distorted geometry.

Bonds (Å) are listed after each position.
Positions of all 13 atoms, in Å:
1 C -2.167 -0.188 -1.612  C2 1.325, H8 1.090, H13 1.094
2 C -1.691 0.006 -0.391  C1 1.325, C3 1.399
3 C -0.395 -0.049 0.133  C2 1.399, C4 1.405, C7 1.420
4 C 0.255 -0.550 1.273  C3 1.405, C5 1.480, H9 1.080
5 C 1.643 -0.037 1.329  C4 1.480, O6 1.464, H10 1.100, H11 1.096
6 O 1.777 0.739 0.096  C5 1.464, C7 1.287
7 C 0.635 0.700 -0.495  C3 1.420, O6 1.287, H12 1.088
8 H -3.183 0.094 -1.888  C1 1.090
9 H -0.169 -1.195 2.028  C4 1.080
10 H 1.885 0.671 2.135  C5 1.100
11 H 2.440 -0.788 1.283  C5 1.096
12 H 0.570 1.215 -1.450  C7 1.088
13 H -1.600 -0.620 -2.441  C1 1.094

Calculated values
Lowest unoccupied orbital energy (alpha / beta) ... -0.50 / 0.11 eV
DFT total energy ... -307.28641 a.u.

Results of the Löwdin charge analysis, in e, for atoms 1 through 8: -0.048, -0.036, -0.282, -0.032, -0.135, 0.003, -0.071, 0.038